No. 1
The following is a quantum chemistry calculation of one molecule with the formula C6H11N in a non-equilibrium geometry, from the Open Molecules 2025 dataset.

The gap between HOMO and LUMO is 7.09 eV. Its structure (SMILES) is C/C=C/C(C)=C/N. Its net charge is 0. Its energy relative to the best compared isomer or geometry (same formula, charge and spin) is 354.0 kJ/mol.

Last column: Mulliken charge in e.
Cartesian coordinates (Å):
N1 -2.99879 -0.25465 0.72133  -0.399
C1 -2.00806 -0.42380 -0.30936  -0.421
C2 -0.05886 -1.42708 0.95305  -1.346
C3 -0.70495 -0.37720 0.09267  0.585
C4 2.49800 1.67301 -0.82962  -1.014
C5 0.20210 0.59238 -0.62950  -0.278
C6 1.54981 0.48038 -0.70623  -0.205
H1 -3.84347 -0.79499 0.56389  0.248
H2 1.96647 2.55284 -1.22866  0.313
H3 3.27975 1.44923 -1.54905  0.299
H4 -0.30372 1.44515 -1.07826  0.279
H5 2.03984 -0.31411 -0.15645  0.087
H6 -0.54783 -2.38147 0.81201  0.304
H7 1.00271 -1.63520 0.81876  0.445
H8 -2.51027 -0.82864 -1.18370  0.294
H9 3.04870 1.70071 0.11418  0.257
H10 -2.49087 -0.36804 1.59458  0.254
H11 -0.12055 -1.08852 2.00038  0.298

Cartesian forces, eV/Å:
N 1.64 -1.45 -1.52
C -2.30 -0.17 2.75
C -0.59 0.71 2.03
C 2.19 0.94 -3.03
C -0.49 -1.19 -1.22
C 0.18 -1.90 -0.55
C -0.27 1.46 1.51
H -0.02 -0.13 0.55
H 0.40 -0.02 0.85
H 0.20 -0.07 -0.36
H 0.19 0.01 0.11
H -0.13 -0.44 -0.36
H -0.30 -0.20 0.27
H -0.12 0.51 -0.58
H 0.51 1.59 -1.12
H -0.40 0.92 0.07
H -0.76 0.13 0.46
H 0.08 -0.69 0.13

---

No. 2
The following is a quantum chemistry calculation of one molecule with the formula C6H11N in a non-equilibrium geometry, from the Open Molecules 2025 dataset.

The gap between HOMO and LUMO is 12.28 eV. Its structure (SMILES) is CCC[C@@H](C)C#N. Its net charge is 0. Its energy relative to the best compared isomer or geometry (same formula, charge and spin) is 18.6 kJ/mol.

Last column: Mulliken charge in e.
Cartesian coordinates (Å):
N1 1.17474 2.33954 1.74417  -0.488
C1 2.49360 -0.20837 0.23829  -1.410
C2 1.02158 1.26434 1.34381  0.077
C3 1.03474 -0.07246 0.73234  0.631
C4 -2.47721 -0.20537 -1.04930  -1.256
C5 -1.46835 -0.04211 0.08700  -0.330
C6 -0.02313 -0.23658 -0.37498  -0.869
H1 2.89640 0.77508 -0.03443  0.356
H2 -1.69838 -0.76148 0.88534  0.284
H3 0.83080 -0.82129 1.51079  0.273
H4 2.56751 -0.84763 -0.64144  0.374
H5 -1.57084 0.95667 0.52954  0.347
H6 -3.49900 -0.05532 -0.68655  0.367
H7 0.21093 0.46384 -1.18619  0.290
H8 -2.42473 -1.20665 -1.49352  0.311
H9 0.09926 -1.24820 -0.78558  0.365
H10 3.12818 -0.61819 1.02793  0.361
H11 -2.29609 0.52416 -1.84723  0.319

Cartesian forces, eV/Å:
N -0.36 -1.01 -0.28
C 0.20 -0.08 -0.17
C -0.10 1.01 0.46
C 0.11 0.02 0.04
C -0.01 0.01 -0.02
C 0.10 0.04 0.08
C 0.12 0.04 -0.05
H -0.12 -0.29 0.00
H 0.07 0.10 -0.10
H 0.05 0.22 -0.10
H -0.09 -0.14 0.07
H 0.00 -0.12 -0.04
H 0.14 -0.02 -0.06
H -0.06 -0.05 0.06
H 0.02 0.15 0.08
H 0.00 0.15 0.04
H -0.05 0.07 -0.12
H -0.01 -0.10 0.12

---

No. 3
The following is a quantum chemistry calculation of one molecule with the formula C6H11N, from the Open Molecules 2025 dataset.

The gap between HOMO and LUMO is 10.80 eV. Its structure (SMILES) is CC[C@H](C)C1=NC1. Its net charge is 0. Its energy relative to the best compared isomer or geometry (same formula, charge and spin) is 179.9 kJ/mol.

Last column: Mulliken charge in e.
Cartesian coordinates (Å):
N1 -0.08977 1.85935 1.23676  -0.598
C1 -0.64548 -1.81560 0.95404  -1.221
C2 -0.40579 2.77480 0.03327  -0.423
C3 1.60401 -0.36789 -0.44804  -1.490
C4 0.15873 0.10313 -0.64404  0.808
C5 -0.86420 -1.00718 -0.32421  -0.638
C6 -0.10604 1.36763 0.08478  0.072
H1 -1.87002 -0.57746 -0.29619  0.362
H2 -0.85499 -1.69318 -1.18001  0.364
H3 -1.43420 3.11378 -0.07216  0.212
H4 -0.63344 -1.18922 1.85459  0.307
H5 2.32973 0.43431 -0.61601  0.396
H6 0.03718 0.32248 -1.70619  0.229
H7 0.29452 -2.37436 0.91361  0.317
H8 0.35946 3.50533 -0.23266  0.216
H9 -1.45354 -2.55064 1.05807  0.377
H10 1.80346 -1.15966 -1.18245  0.346
H11 1.77040 -0.74563 0.56684  0.365

Cartesian forces, eV/Å:
N -0.14 -0.05 -0.51
C 0.04 -0.02 0.04
C -0.08 0.39 0.12
C 0.14 -0.05 0.01
C 0.05 -0.26 -0.16
C -0.18 -0.14 -0.03
C 0.30 -0.20 0.46
H 0.07 0.06 -0.07
H 0.00 0.03 0.12
H 0.10 -0.01 0.07
H -0.01 -0.05 -0.21
H -0.19 -0.05 -0.05
H -0.04 0.16 0.00
H -0.12 0.07 0.05
H -0.12 -0.15 0.05
H 0.16 0.18 0.03
H 0.06 0.06 0.31
H -0.03 0.05 -0.25

---

No. 4
The following is a quantum chemistry calculation of one molecule with the formula C6H11N in a non-equilibrium geometry, from the Open Molecules 2025 dataset.

The gap between HOMO and LUMO is 9.67 eV. Its structure (SMILES) is C=CCN/C=C/C. Its net charge is 0. Its energy relative to the best compared isomer or geometry (same formula, charge and spin) is 325.0 kJ/mol.

Last column: Mulliken charge in e.
Cartesian coordinates (Å):
N1 0.02873 -0.94435 0.41933  -0.393
C1 -2.00777 -0.28857 -0.82544  0.026
C2 -3.11793 0.75195 -0.84248  -0.900
C3 1.00715 0.09695 0.01085  -0.389
C4 -1.45384 -0.66049 0.29353  -0.534
C5 2.26342 0.22226 0.83308  -0.259
C6 3.48047 0.55637 0.34708  -0.709
H1 3.79619 0.42066 -0.68641  0.293
H2 1.26596 -0.04416 -1.05319  0.326
H3 -1.36895 -0.20418 -1.70862  0.203
H4 -4.10357 0.23393 -0.80414  0.271
H5 -1.88752 -0.86788 1.23950  0.405
H6 0.38982 -1.81970 0.09617  0.222
H7 4.14766 1.15998 1.00071  0.218
H8 -3.06235 1.38829 0.09782  0.287
H9 0.51024 1.07007 -0.06662  0.322
H10 -3.00834 1.30304 -1.81609  0.287
H11 2.09080 -0.10044 1.86575  0.326

Cartesian forces, eV/Å:
N -0.57 1.02 0.32
C 0.33 2.69 -0.81
C -1.13 -0.74 0.21
C -0.60 -0.69 -1.60
C 4.05 -1.97 0.53
C 0.01 -0.74 -0.43
C -0.59 0.67 1.00
H -0.55 0.62 -0.04
H 0.35 -0.08 0.05
H 0.01 -0.44 0.21
H 0.34 0.63 -0.28
H -0.91 0.52 0.62
H -0.46 -0.63 -0.06
H 0.06 -1.40 -0.27
H -0.02 -0.48 -1.54
H -0.06 -0.03 0.67
H -0.43 -0.15 1.28
H 0.19 1.20 0.16

---

No. 5
The following is a quantum chemistry calculation of one molecule with the formula C6H11N in a non-equilibrium geometry, from the Open Molecules 2025 dataset.

The gap between HOMO and LUMO is 9.88 eV. Its structure (SMILES) is [H]/N=C1\[C@H](C)[C@H]1CC. Its net charge is 0. Its energy relative to the best compared isomer or geometry (same formula, charge and spin) is 297.9 kJ/mol.

Last column: Mulliken charge in e.
Cartesian coordinates (Å):
N1 -0.30494 1.85152 -1.67954  -0.763
C1 -0.25772 0.99426 -0.75463  0.332
C2 -2.50156 0.02823 0.44251  -1.259
C3 1.25815 -0.82045 0.11320  -0.476
C4 0.13016 0.15024 0.31889  -0.063
C5 2.61307 -0.16673 0.33899  -1.201
C6 -1.22199 -0.16167 -0.36739  -0.371
H1 -2.60262 1.05763 0.80618  0.291
H2 2.78490 0.63179 -0.39218  0.315
H3 -3.40798 -0.19884 -0.13511  0.378
H4 -1.20479 -1.08937 -0.95744  0.426
H5 3.41842 -0.89948 0.24257  0.360
H6 -1.17590 1.28737 -1.83913  0.399
H7 1.20148 -1.23048 -0.90530  0.286
H8 0.01338 0.57910 1.30731  0.430
H9 -2.50156 -0.63518 1.32025  0.292
H10 2.66776 0.27730 1.33936  0.323
H11 1.09172 -1.65523 0.80145  0.301

Cartesian forces, eV/Å:
N -0.83 -1.15 0.43
C -1.09 -1.39 0.54
C 0.11 0.11 0.03
C 0.19 -0.15 0.11
C 0.45 -0.23 0.65
C 0.17 -0.01 0.03
C 0.44 -0.12 0.51
H 0.05 -0.13 -0.05
H -0.04 -0.13 0.12
H 0.31 0.08 0.02
H 0.17 0.49 0.07
H -0.02 0.12 0.03
H -0.24 2.42 -2.59
H -0.02 0.11 0.20
H 0.20 -0.05 0.27
H -0.03 0.13 -0.19
H 0.04 -0.08 -0.13
H 0.17 -0.02 -0.04

---

No. 6
The following is a quantum chemistry calculation of one molecule with the formula C6H11N in a non-equilibrium geometry, from the Open Molecules 2025 dataset.

The gap between HOMO and LUMO is 10.92 eV. Its structure (SMILES) is [H]/N=C1\CCC[C@H]1C. Its net charge is 0. Its energy relative to the best compared isomer or geometry (same formula, charge and spin) is 45.5 kJ/mol.

Last column: Mulliken charge in e.
Cartesian coordinates (Å):
N1 0.06944 2.29464 0.33972  -0.720
C1 -0.15806 1.05522 0.20354  0.285
C2 -1.58166 0.54485 -0.19410  -0.721
C3 -0.00616 -1.23859 -0.25499  -0.747
C4 0.79069 -0.10806 0.40636  0.527
C5 2.22879 0.07129 -0.08267  -1.519
C6 -1.47354 -0.94189 0.07769  -0.717
H1 0.82283 -0.28948 1.49338  0.196
H2 2.26422 0.23399 -1.16520  0.335
H3 -2.17476 -1.55189 -0.49389  0.331
H4 -1.65985 -1.10755 1.14619  0.288
H5 -2.42830 1.02094 0.33757  0.427
H6 2.71326 0.92544 0.40137  0.382
H7 -1.77019 0.75378 -1.26220  0.311
H8 0.13028 -1.15579 -1.34320  0.293
H9 0.30999 -2.22982 0.06663  0.362
H10 2.82598 -0.82271 0.14043  0.372
H11 -0.90296 2.54562 0.18336  0.314

Cartesian forces, eV/Å:
N -0.42 -0.68 0.01
C -0.52 -0.19 -0.06
C 0.23 -0.11 0.03
C 0.07 -0.28 -0.04
C -0.16 -0.06 -0.04
C -0.05 0.07 -0.02
C 0.02 -0.28 0.01
H -0.09 0.02 -0.16
H -0.06 0.00 0.12
H 0.05 0.00 0.05
H 0.05 -0.16 -0.14
H 0.67 -0.02 0.02
H -0.16 -0.10 -0.07
H 0.32 -0.14 0.25
H 0.01 -0.16 0.13
H 0.06 -0.05 -0.07
H -0.18 0.16 -0.03
H 0.17 1.96 0.00